(1)
Entry from the OMol25 dataset: an isolated ion of composition C4H11NP and charge +1 in a non-equilibrium geometry (the ωB97M-V functional and the def2-TZVPD basis).

CARTESIAN COORDINATES (ANGSTROEM)
C 2.518 2.306 -0.105
C -0.737 -0.207 -0.922
C 1.489 1.498 -0.158
C -1.820 -1.671 0.929
N -1.494 -0.288 0.494
P 0.964 -0.266 -0.386
H 2.590 3.221 0.330
H 3.480 2.068 -0.598
H -0.985 0.665 -1.606
H -0.882 -1.259 -1.444
H 0.661 1.700 0.530
H -2.858 -1.805 0.879
H -1.315 -2.599 0.516
H -1.678 -1.523 2.098
H -2.316 0.247 0.160
H 0.899 -1.203 0.722
H 1.482 -0.885 -1.439

As for the charge: +1. As for the energy above the lowest of the compared OMol25 structures with the same formula, charge and spin: 349.92 kJ/mol. Its calculated total energy is -554.7205 hartree.

Atomic partial charges in e from the Löwdin method, atoms 1 to 2: atom 1 (C): 0.038, atom 2 (C): -0.357



(2)
Entry from the OMol25 dataset: the molecule C4H4IN in a non-equilibrium geometry (the ωB97M-V functional and the def2-TZVPD basis).

CARTESIAN COORDINATES (ANGSTROEM)
C 0.100 1.282 -0.429
C -0.816 1.668 0.409
C 1.126 0.226 -0.334
C 0.111 -0.724 0.241
N -1.007 0.351 0.447
I -2.915 -0.506 -0.096
H 1.573 -0.077 -1.363
H 1.880 0.487 0.366
H -0.307 -1.543 -0.365
H 0.256 -1.165 1.125

As for the energy above the lowest of the compared OMol25 structures with the same formula, charge and spin: 674.35 kJ/mol. Its calculated total energy is -506.9961 hartree.

Atomic partial charges in e from the Löwdin method, atoms 1 to 2: atom 1 (C): -0.052, atom 2 (C): -0.172